1.
Formula: C38H55As2Br2F6N7O3RbSeSi3
Source: OMol25
Level of theory: wB97M-V/def2-TZVPD

Each line ends with the Mulliken charge.
Cartesian coordinates (Å):
Rb1 12.952 17.295 12.394  0.247
C1 14.341 14.042 15.817  -0.720
C2 13.302 14.716 14.944  0.848
O1 13.581 15.650 14.182  0.264
C3 11.998 14.133 15.097  -0.718
C4 10.699 14.581 14.763  0.250
C5 9.486 13.760 15.013  -1.310
N1 10.522 15.792 14.171  0.700
N2 9.405 16.354 14.172  -0.745
C6 9.623 17.723 13.979  -0.008
O2 10.740 18.281 13.836  -0.689
C7 8.400 18.562 13.943  0.007
C8 7.070 18.279 14.419  0.091
C9 6.024 19.171 14.568  -0.693
C10 6.226 20.465 14.078  -0.109
C11 7.492 20.839 13.656  -0.719
C12 8.536 19.920 13.613  -0.109
H1 15.258 13.806 15.278  -0.142
H2 13.926 13.146 16.279  0.400
H3 14.623 14.711 16.664  0.119
H4 12.031 13.236 15.738  0.000
H5 8.712 14.295 15.590  0.347
H6 9.686 12.785 15.452  0.355
H7 9.046 13.659 14.002  0.263
H8 6.842 17.238 14.690  0.299
H9 5.085 18.833 14.989  0.365
H10 5.470 21.237 14.005  0.338
H11 7.706 21.887 13.428  0.327
H12 9.560 20.208 13.376  0.433
Br1 17.623 20.637 10.350  -0.257
C13 15.798 21.124 10.289  -0.365
C14 15.421 22.298 9.626  -0.386
C15 14.099 22.448 9.252  0.186
Br2 13.575 24.158 8.555  -0.336
C16 13.067 21.447 9.376  0.481
C17 11.833 21.344 8.637  -0.506
C18 11.194 20.148 8.550  -0.747
C19 11.714 19.035 9.228  -0.272
N3 12.688 19.142 10.135  0.058
C20 13.403 20.337 10.155  0.028
C21 14.777 20.224 10.798  0.156
O3 14.922 19.465 11.792  -0.335
H13 16.178 23.009 9.288  0.349
H14 11.586 22.193 8.041  0.334
H15 10.286 20.079 7.994  0.405
H16 11.355 18.012 9.011  0.331
N4 15.420 15.457 11.090  0.030
C22 16.862 15.394 11.166  -0.427
C23 17.288 14.225 12.082  -0.484
N5 16.783 14.476 13.393  -0.332
H17 15.049 14.624 10.646  -0.155
H18 15.090 16.306 10.642  0.156
H19 17.282 16.284 11.633  0.074
H20 17.417 15.208 10.234  0.420
H21 18.439 14.163 11.999  0.341
H22 17.003 13.287 11.604  0.099
H23 16.940 13.676 14.009  0.243
H24 15.791 14.671 13.266  0.064
F1 10.884 13.315 9.740  -0.499
As1 11.754 14.375 8.523  2.105
F2 10.653 15.658 8.934  -0.477
F3 10.750 13.634 7.306  -0.505
F4 12.649 15.408 7.368  -0.526
F5 12.966 13.075 8.218  -0.537
F6 12.853 14.925 9.964  -0.382
C24 15.936 9.237 10.841  -1.099
Si1 14.151 9.615 11.464  0.513
C25 14.306 10.658 12.974  -0.881
C26 13.501 7.912 11.993  -1.155
As2 12.774 10.778 9.925  0.229
Si2 10.490 10.370 10.513  0.613
C27 10.086 8.567 10.742  -1.136
C28 10.282 11.123 12.183  -1.156
C29 9.289 10.852 9.202  -1.154
Si3 13.225 9.832 7.773  0.581
C30 12.043 10.381 6.506  -0.933
C31 14.932 10.546 7.379  -1.017
C32 13.615 8.000 7.568  -1.073
H25 16.569 8.923 11.658  0.428
H26 16.398 10.165 10.394  0.187
H27 15.912 8.478 10.081  0.266
H28 15.108 10.245 13.633  0.322
H29 13.348 10.649 13.523  0.228
H30 14.545 11.670 12.718  0.161
H31 12.553 7.984 12.522  0.255
H32 14.199 7.469 12.698  0.372
H33 13.509 7.264 11.150  0.279
H34 10.166 8.268 11.807  0.262
H35 10.818 7.954 10.192  0.205
H36 9.122 8.308 10.267  0.382
H37 10.846 10.541 12.887  0.317
H38 9.228 10.968 12.510  0.407
H39 10.636 12.117 12.191  0.244
H40 9.787 10.827 8.253  0.152
H41 8.798 11.802 9.313  0.399
H42 8.435 10.146 9.236  0.380
H43 11.944 11.485 6.537  0.179
H44 11.071 10.036 6.838  0.228
H45 12.206 9.909 5.537  0.395
H46 14.900 11.602 7.106  0.294
H47 15.374 10.038 6.499  0.338
H48 15.645 10.402 8.216  0.133
H49 12.719 7.391 7.780  0.292
H50 14.361 7.647 8.291  0.231
H51 14.006 7.910 6.518  0.274
Se1 14.465 17.974 17.733  0.201
N6 14.708 18.473 16.027  -0.649
C33 15.966 18.046 15.705  0.993
C34 16.614 18.356 14.482  -1.150
C35 17.914 17.845 14.310  -0.365
C36 18.696 17.337 15.443  -0.501
C37 18.123 17.015 16.639  -0.663
C38 16.726 17.323 16.763  0.833
N7 16.081 17.240 17.931  -0.859
H52 16.068 18.791 13.735  1.052
H53 18.375 17.876 13.357  0.518
H54 19.838 17.290 15.332  0.226
H55 18.628 16.615 17.543  0.400

The HOMO-LUMO gap (spin up / spin down) is 5.42 / 5.49 eV. Its expectation value of S² is 0.78. The spin multiplicity is 2. The highest occupied orbital energy (spin up / spin down) comes out at -2.30 / -2.37 eV. The largest force on an atom is 0.0935 Eh/bohr. Its total charge is -2. The LUMO energy (spin up / spin down) is 3.125 / 3.121 eV.

---

2.
Formula: C39H66F9I2O10P
Source: OMol25
Level of theory: wB97M-V/def2-TZVPD

Each line ends with the Mulliken charge.
Cartesian coordinates (Å):
C1 11.324 -2.177 2.054  -1.080
C2 11.112 -2.116 0.522  -0.590
C3 9.616 -1.761 0.270  -0.837
C4 9.433 -0.232 0.529  -0.639
C5 8.062 0.024 1.232  -0.691
C6 7.332 1.249 0.569  -0.970
C7 6.041 0.742 -0.110  -0.619
C8 4.975 0.466 0.962  -0.907
C9 3.590 0.175 0.316  -0.245
C10 2.704 1.415 0.501  -1.260
C11 1.457 1.430 -0.432  -1.177
C12 0.593 0.212 -0.066  -1.993
C13 -0.994 0.287 -0.250  3.269
P1 -1.039 1.145 -1.940  0.266
C14 -0.829 -0.020 -3.347  -0.609
C15 -2.370 2.404 -2.161  -1.167
C16 -1.544 1.116 0.963  -1.532
I1 -0.913 0.401 2.974  0.122
C17 -1.242 2.611 1.050  0.431
C18 -1.880 3.461 2.156  -0.862
C19 -3.396 3.418 2.299  -0.026
O1 -3.884 4.479 3.103  -0.402
C20 -4.803 4.068 4.100  -0.672
C21 -2.959 0.518 0.933  -0.229
O2 -4.028 0.931 0.762  -0.480
O3 -2.646 -0.849 1.061  -0.400
C22 -1.721 -1.114 -0.044  0.791
O4 -0.842 -2.021 0.606  -0.398
C23 -0.029 -2.849 -0.224  0.930
C24 -0.069 -4.350 0.146  -1.600
C25 -2.675 -1.840 -1.040  -1.008
I2 -3.987 -0.638 -2.311  -0.018
C26 -3.762 -2.735 -0.353  -0.715
C27 -3.266 -3.837 0.573  -1.255
H1 12.342 -1.855 2.278  0.288
H2 10.625 -1.527 2.579  0.280
H3 11.158 -3.194 2.408  0.361
H4 11.286 -3.111 0.110  0.346
H5 11.740 -1.361 0.057  0.338
H6 9.336 -1.949 -0.766  0.367
H7 9.031 -2.337 0.983  0.380
H8 9.499 0.269 -0.435  0.434
H9 10.206 0.132 1.204  0.366
H10 8.190 0.198 2.299  0.326
H11 7.439 -0.855 1.084  0.335
H12 7.982 1.759 -0.136  0.445
H13 7.034 1.908 1.385  0.431
H14 5.663 1.507 -0.793  0.432
H15 6.210 -0.193 -0.648  0.295
H16 4.895 1.370 1.571  0.348
H17 5.267 -0.333 1.645  0.525
H18 3.134 -0.666 0.838  0.192
H19 3.719 0.013 -0.756  0.322
H20 2.350 1.520 1.533  0.243
H21 3.291 2.317 0.300  0.597
H22 1.863 1.349 -1.437  0.676
H23 1.018 2.418 -0.345  0.549
H24 0.856 -0.235 0.891  0.716
H25 0.879 -0.538 -0.814  0.219
H26 -0.373 -0.964 -3.062  -0.184
H27 -0.124 0.445 -4.039  0.609
H28 -1.739 -0.196 -3.922  0.312
H29 -2.885 2.248 -3.111  0.382
H30 -3.140 2.273 -1.396  0.267
H31 -1.983 3.417 -2.113  0.411
H32 -0.170 2.687 1.230  0.037
H33 -1.386 3.152 0.112  0.084
H34 -1.634 4.501 1.910  0.019
H35 -1.452 3.323 3.148  0.241
H36 -3.680 2.446 2.704  0.321
H37 -3.855 3.520 1.308  0.098
H38 -5.349 3.158 3.848  0.304
H39 -5.536 4.871 4.208  0.253
H40 -4.289 3.961 5.061  0.261
H41 1.010 -2.565 0.000  0.190
H42 -0.116 -2.702 -1.301  -0.430
H43 -0.671 -4.848 -0.614  0.273
H44 -0.512 -4.488 1.126  0.370
H45 0.917 -4.796 0.053  0.436
H46 -2.197 -2.502 -1.758  0.586
H47 -4.249 -3.227 -1.199  0.653
H48 -4.542 -2.120 0.084  0.374
H49 -4.143 -4.332 1.002  0.504
H50 -2.664 -3.502 1.411  0.160
H51 -2.773 -4.603 -0.021  0.240
C28 -0.950 -4.271 -7.431  -1.100
C29 -1.078 -5.270 -6.301  -0.232
O5 -0.008 -5.118 -5.347  -0.326
C30 -0.147 -4.139 -4.466  0.206
O6 -1.071 -3.379 -4.391  -0.413
C31 1.042 -4.134 -3.497  1.069
F1 2.219 -4.256 -4.129  -0.273
F2 0.960 -5.151 -2.624  -0.280
F3 1.081 -2.988 -2.792  -0.302
H52 0.031 -4.349 -7.900  0.314
H53 -1.717 -4.448 -8.184  0.370
H54 -1.055 -3.249 -7.066  0.306
H55 -0.993 -6.284 -6.688  0.346
H56 -2.044 -5.193 -5.802  0.302
C32 -7.570 -2.055 2.695  -1.005
C33 -8.604 -3.012 2.142  -0.250
O7 -8.328 -4.368 2.544  -0.309
C34 -8.711 -4.704 3.772  0.340
O8 -9.256 -3.988 4.560  -0.512
C35 -8.387 -6.183 4.030  0.900
F4 -7.142 -6.495 3.628  -0.238
F5 -9.243 -6.978 3.360  -0.253
F6 -8.482 -6.482 5.328  -0.241
H57 -6.566 -2.372 2.410  0.192
H58 -7.743 -1.048 2.319  0.382
H59 -7.602 -2.027 3.784  0.357
H60 -8.570 -3.009 1.054  0.323
H61 -9.614 -2.729 2.436  0.322
C36 -2.234 8.734 1.528  -1.232
C37 -1.884 7.566 0.631  0.005
O9 -1.457 8.018 -0.668  -0.355
C38 -0.198 8.433 -0.760  0.349
O10 0.600 8.464 0.132  -0.509
C39 0.112 8.836 -2.209  0.869
F7 -0.864 9.599 -2.731  -0.248
F8 0.235 7.744 -2.988  -0.243
F9 1.254 9.524 -2.289  -0.239
H62 -2.979 9.371 1.049  0.321
H63 -2.630 8.378 2.478  0.363
H64 -1.360 9.353 1.728  0.320
H65 -2.767 6.952 0.466  0.348
H66 -1.123 6.929 1.081  0.248

The HOMO-LUMO gap is 7.29 eV. The spin multiplicity is 1. The highest occupied orbital energy comes out at -7.26 eV. The largest force on an atom is 0.0725 Eh/bohr. The LUMO energy is 0.033 eV.

---

3.
Formula: CH13O5S
Source: OMol25
Level of theory: wB97M-V/def2-TZVPD

Each line ends with the natural charge from an NBO analysis.
Cartesian coordinates (Å):
C1 1.855 -2.448 -0.831  -0.801
S1 0.727 -1.542 0.363  0.094
H1 2.868 -2.110 -1.011  0.248
H2 1.464 -2.349 -1.917  0.242
H3 2.001 -3.555 -0.701  0.268
H4 -1.562 -1.033 -0.179  0.462
H5 -2.196 -0.272 -1.332  0.490
O1 -2.447 -0.798 -0.526  -0.961
H6 0.124 0.019 -1.443  0.457
H7 -0.244 1.639 -1.465  0.483
O2 -0.131 0.822 -2.030  -0.960
H8 1.337 0.966 2.745  0.483
H9 1.127 0.180 1.509  0.455
O3 1.139 1.129 1.836  -0.951
H10 0.265 2.200 0.748  0.500
H11 -0.781 2.594 -0.309  0.440
O4 0.013 2.943 0.143  -0.943
H12 -2.521 0.549 0.999  0.498
H13 -1.168 0.210 1.749  0.453
O5 -1.868 0.856 1.651  -0.958

The HOMO-LUMO gap (spin up / spin down) is 10.91 / 6.90 eV. Its expectation value of S² is 0.75. The spin multiplicity is 2. The highest occupied orbital energy (spin up / spin down) comes out at -10.85 / -10.75 eV. The largest force on an atom is 0.0551 Eh/bohr. The LUMO energy (spin up / spin down) is 0.056 / -3.859 eV.